# 1
A molecular structure, C42H50HfN6P2S3. Source: the OMol25 dataset; level of theory: wB97M-V/def2-TZVPD.

XYZ file:
```
104
C42H50HfN6P2S3, DFT wB97M-V/def2-TZVPD
H 0.481 6.508 -2.028
H 1.610 4.491 -3.465
H 4.074 3.120 -0.975
H 1.958 1.140 2.481
S 1.911 2.126 -1.073
H 0.697 2.840 3.373
H -2.136 -1.390 1.510
C -0.046 -4.899 -2.880
H 2.295 -3.965 -1.146
H 0.494 6.507 -0.277
C 1.982 -1.582 -5.235
H 1.755 -1.769 -6.276
C 0.167 -2.532 6.396
C 1.559 -3.455 -0.522
C -3.169 0.602 -2.187
H 0.154 0.429 -2.448
H -0.898 -4.883 4.201
H -3.897 -4.634 -2.848
C 0.238 -1.443 5.545
C -2.811 3.617 1.108
C 3.227 3.087 -0.290
C -0.729 1.253 3.840
C -0.517 -2.828 3.721
C -1.833 0.098 -2.715
C -0.342 2.566 3.196
C -3.852 -0.226 -1.098
H 4.254 -1.582 2.861
C -2.202 -5.817 -3.415
C -3.269 -0.157 0.304
H -1.819 -0.990 -2.801
H 2.302 0.128 3.888
C 1.087 3.540 -3.420
C -2.045 -3.695 -2.308
C 2.344 -0.959 2.041
C 2.561 -1.110 -2.563
H -2.308 -1.980 0.006
H -3.848 0.634 -3.041
N -2.122 -1.122 0.525
N -3.685 3.732 0.369
H -3.065 1.640 -1.856
C -2.458 3.509 4.361
C -2.818 -4.709 -2.856
C -2.602 2.347 4.994
P 0.391 -2.509 -1.563
H -1.228 5.027 -0.846
S 2.486 5.600 -1.248
H -0.334 -6.774 -3.865
C 2.006 2.454 -2.850
H 4.282 -0.055 -3.273
C -0.656 -3.777 -2.315
H -0.754 -2.959 2.669
C -1.784 1.177 4.658
H -2.799 -6.610 -3.844
H -0.301 -4.614 6.580
H 1.034 -4.983 -2.904
C 3.389 -2.726 1.134
Hf -0.005 -0.231 0.221
H 2.830 -0.931 -1.522
H -3.925 -1.270 -1.418
C 3.112 -0.853 -4.890
H -1.667 0.501 -3.716
S -0.529 3.784 -2.655
H -2.541 -2.830 -1.890
H -4.037 -0.388 1.042
C -0.816 -5.911 -3.427
H -0.774 1.548 -1.741
C -0.108 -1.586 4.199
H 1.922 4.444 0.780
C 1.146 -2.087 -4.249
H 1.809 1.495 -3.334
H -2.896 0.847 0.513
H 3.610 4.923 0.736
C -0.585 -3.919 4.575
H 4.104 -3.512 0.961
C 1.432 -1.858 -2.903
C -0.247 -3.767 5.911
N -0.530 1.650 0.795
C 3.401 -0.617 -3.553
C 1.818 0.141 2.909
H -2.078 0.220 5.073
H -3.359 2.235 5.758
H -4.885 0.114 -1.016
H 0.840 3.271 -4.450
N -0.681 0.528 -1.867
C -1.395 3.698 3.333
C 0.696 5.889 -1.154
C 2.216 -2.559 0.475
H 0.435 -2.420 7.437
H 0.966 -4.225 -0.016
H -3.081 4.358 4.608
H 0.272 -2.658 -4.536
H -0.952 4.691 3.396
C 3.467 -1.712 2.138
H 0.094 3.979 -0.340
C -0.777 2.425 1.740
H 3.769 -0.477 -5.663
C -0.225 4.680 -1.109
H 3.047 2.690 -3.076
H 3.542 2.499 0.575
P 0.012 -0.202 3.064
C 2.805 4.487 0.141
H 0.559 -0.482 5.928
N -1.755 3.402 1.899
N 1.529 -1.442 0.990
```

Results
Frontier orbital gap ... 7.5 eV
HOMO level ... -12.87 eV
Net charge ... +2
Energy relative to the best compared isomer or geometry (same formula, charge and spin) ... 1.318 eV
E_LUMO ... -0.199 Eh
Strongest force on any atom ... 1.0 eV/Å

Atomic partial charges in e from the Löwdin method, atoms 1 to 4: atom 1 (H): 0.08, atom 2 (H): 0.04, atom 3 (H): 0.09, atom 4 (H): 0.07


# 2
A molecular structure, C42H51CdGeN3OP. Source: the OMol25 dataset; level of theory: wB97M-V/def2-TZVPD.

XYZ file:
```
100
C42H51CdGeN3OP, DFT wB97M-V/def2-TZVPD
H 3.201 0.398 4.943
H 1.726 -5.197 -0.287
H 5.369 -4.536 -0.054
C -0.982 -5.521 -1.664
H -3.328 -2.817 3.816
H -4.320 -0.940 2.548
H 4.159 -5.807 -0.106
C -0.471 2.620 2.369
H -1.502 7.900 -1.971
C 2.795 0.613 1.084
H -0.743 -6.022 -2.604
C -1.343 2.646 3.450
H -3.305 -5.760 0.886
C 1.678 0.796 1.928
C -4.566 1.330 -1.444
H -1.840 1.745 3.787
Cd -0.094 2.096 -0.974
C -2.503 -3.871 0.216
C 4.031 0.319 1.669
C -2.407 -5.397 0.384
C 2.535 1.268 -2.569
H 1.923 -3.986 -1.550
H -0.326 0.669 -2.853
H 0.593 -1.409 2.860
H 2.491 2.279 -2.985
H -2.870 0.722 1.465
H -4.571 4.687 -1.704
H 1.166 -1.140 -1.992
C -3.248 -1.051 2.599
P -0.038 1.126 1.416
C -4.185 3.686 -1.601
C -1.217 6.864 -1.862
H -3.314 -3.597 -0.462
H -1.111 -4.473 -2.034
C 2.835 0.795 -0.393
H 0.458 5.881 2.354
C 0.119 6.498 -1.832
N -2.346 2.198 -1.402
H 1.011 0.886 3.961
C 1.857 0.718 3.307
C -1.036 -0.228 2.089
H -5.220 0.472 -1.423
H 0.305 1.897 -3.996
H 1.199 -2.218 0.181
C 3.093 0.439 3.869
C -2.818 3.448 -1.525
C -0.940 5.003 3.727
C -0.056 4.981 2.653
H -2.251 3.852 4.968
C 0.173 3.795 1.978
H 2.274 0.331 -4.435
C -5.066 2.619 -1.558
C 3.331 -3.814 0.070
C -2.227 -6.057 -0.973
Ge -0.883 -3.222 -0.557
C 4.180 0.223 3.043
H -1.012 -2.267 -1.749
H -1.563 -5.658 1.030
H 1.454 4.825 -1.644
H -2.659 -3.356 1.168
C -1.813 4.557 -1.607
H 4.313 0.003 -2.928
H 3.304 -3.821 1.163
C -1.310 -2.250 3.371
N 1.972 1.309 -1.203
C -2.191 5.884 -1.754
C 0.875 -3.267 0.219
H -0.150 0.290 -4.539
H 0.759 -3.536 1.270
H -2.752 0.181 -1.279
H 1.185 -1.760 -3.649
H 4.435 -4.793 -1.520
H -6.129 2.793 -1.619
C 4.382 -4.792 -0.432
H -3.109 -5.896 -1.595
H 0.908 7.227 -1.927
H -1.118 5.926 4.260
H 4.894 0.182 1.038
N -0.515 4.216 -1.563
C -1.576 3.839 4.124
H 0.903 3.785 1.166
H 2.695 -1.529 -2.788
C 0.424 5.160 -1.678
H 4.707 1.659 -2.414
H 5.150 0.000 3.461
C -2.689 -2.109 3.308
H -0.874 -3.070 3.924
C -2.427 -0.120 1.983
C 3.986 0.846 -2.324
C -3.197 1.170 -1.367
H -3.230 6.166 -1.796
H 3.595 -2.794 -0.229
C 1.741 0.324 -3.478
C -0.483 -1.314 2.762
C 0.328 0.839 -3.728
H -0.092 -5.619 -1.033
C 1.938 -4.140 -0.465
H -2.121 -7.135 -0.854
C 1.704 -1.107 -2.948
O 3.982 0.415 -0.945
```

Results
Frontier orbital gap ... 8.1 eV
HOMO level ... -15.89 eV
Net charge ... +3
Energy relative to the best compared isomer or geometry (same formula, charge and spin) ... 0.128 eV
E_LUMO ... -0.286 Eh
Strongest force on any atom ... 0.5 eV/Å

Atomic partial charges in e from the Löwdin method, atoms 1 to 4: atom 1 (H): 0.13, atom 2 (H): 0.11, atom 3 (H): 0.08, atom 4 (C): -0.11


# 3
A molecular structure, C42H51Cl2N3ORuS2 in a non-equilibrium geometry. Source: the OMol25 dataset; level of theory: wB97M-V/def2-TZVPD.

XYZ file:
```
102
C42H51Cl2N3ORuS2, DFT wB97M-V/def2-TZVPD
H 2.467 -2.355 -4.708
H 3.233 -2.989 -1.026
C -3.454 4.071 -1.592
H 3.695 -0.247 4.691
H -2.742 -3.382 4.247
H 4.515 -1.588 -3.676
C 0.263 -4.257 5.558
H -0.486 2.098 5.947
H -3.901 4.564 -2.457
C -0.997 2.590 -0.269
C 2.782 0.265 4.980
C 3.371 1.621 -1.846
H -4.227 3.117 0.831
H -0.862 -1.955 -2.052
H -1.473 -3.624 -2.053
H -5.790 0.126 -4.750
C -5.083 0.204 -3.935
S 0.473 4.033 1.354
H -3.430 1.585 0.411
C -3.036 0.447 -1.995
H -1.739 -4.960 5.868
C 3.678 4.130 -1.433
H -2.042 2.816 -0.066
C 0.392 0.579 4.725
H -2.875 -3.069 0.151
H 3.404 4.300 -2.477
H 0.733 -5.545 0.177
O 0.805 -0.777 1.933
C 1.076 -3.367 4.872
C -0.039 -4.904 -0.221
C 2.494 0.518 -1.945
H 3.715 3.274 1.133
H 2.439 -4.070 -2.183
C -3.027 -2.124 -1.794
H -0.540 0.306 4.243
C 1.575 -0.068 4.386
C -1.031 1.790 -1.597
C 0.394 1.526 -2.046
H -4.805 -1.906 -3.717
C -1.683 -2.596 -2.367
C -0.869 -2.475 3.738
H 1.284 -1.850 -1.953
H -0.484 4.753 -0.777
H 4.843 2.209 0.278
H -2.333 -1.392 0.162
Ru -0.390 -0.506 -0.054
C -4.192 2.738 -1.330
C -3.918 1.546 -2.265
H 3.309 1.565 0.878
C 2.805 1.266 5.946
C -4.494 -0.920 -3.383
H -3.759 -2.879 -2.084
C 3.130 2.799 -0.917
H -5.471 2.262 -3.542
H 3.910 -3.228 -2.641
N -1.757 0.549 -1.428
C 2.979 -3.128 -2.080
H 1.025 -3.143 -4.051
S 1.573 -1.333 3.116
H 1.016 -1.400 -4.381
N 1.114 0.639 -1.500
C 1.628 -2.230 -4.018
C -1.674 -3.372 4.426
H 3.742 1.538 6.416
H -1.498 2.420 -2.347
H -2.396 3.977 -1.810
Cl -1.601 -5.660 0.081
H 2.150 -3.359 5.036
C 0.496 -2.484 3.972
H -5.228 2.987 -1.549
C -3.518 -0.826 -2.399
H 0.559 1.883 2.558
C -0.235 3.870 -0.200
C -3.072 -2.081 -0.263
H 2.069 2.933 -0.749
Cl 0.125 -3.330 0.602
C 0.427 1.581 5.681
H 3.276 4.953 -0.837
H -4.045 -1.736 0.091
C -1.109 -4.259 5.333
C 2.139 -1.960 -2.602
H -1.295 -1.782 3.025
H 0.787 2.141 -2.859
H -3.565 4.745 -0.737
H 5.283 2.392 -2.414
C 4.610 1.546 -2.472
C 5.007 0.419 -3.162
H 0.073 -4.749 -1.283
C -4.847 1.407 -3.296
C 4.188 -0.690 -3.164
H 0.703 -4.956 6.258
C 1.633 1.921 6.292
H 1.654 2.703 7.042
H 4.767 4.176 -1.353
H -1.704 -2.568 -3.457
C -4.238 2.267 0.141
C 2.942 -0.676 -2.544
H 5.964 0.399 -3.670
C 3.784 2.442 0.429
N -0.542 1.714 0.805
H -5.167 1.718 0.309
C 0.164 2.341 1.658
```

Results
<S²> ... 8.770
Frontier orbital gap (spin up / spin down) ... 7.0 / 6.2 eV
HOMO level (spin up / spin down) ... -9.29 / -9.32 eV
Net charge ... +1
E_LUMO (spin up / spin down) ... -0.085 / -0.114 Eh
Multiplicity ... 6
Strongest force on any atom ... 1.1 eV/Å

Atomic partial charges in e from the Löwdin method, atoms 1 to 4: atom 1 (H): 0.08, atom 2 (H): 0.08, atom 3 (C): -0.06, atom 4 (H): 0.11


Q: Which of these has the lowest net charge?
A: C42H51Cl2N3ORuS2